[1]
Molecular formula: C40H108F12N8O12P
Method: DFT, ωB97M-V/def2-TZVPD

XYZ file:
```
181
Properties=species:S:1:pos:R:3:lowdin_charge:R:1
H -1.2553 -5.5851 4.1222 0.143
H -1.8651 -0.7183 1.0959 0.053
H -5.3946 -2.3863 -4.4126 0.163
H 6.8276 0.3242 0.7409 0.160
H 0.5798 4.6654 -6.7577 0.104
N -2.9701 2.6969 3.9848 0.256
C -2.9509 2.5729 1.4320 -0.174
C -0.1745 -1.1149 5.1371 -0.158
O 0.0312 2.6787 -7.3356 -0.175
H -1.4259 4.6778 -2.5972 0.086
C 1.0106 7.4067 -1.4775 -0.437
C -1.1632 -3.0636 -3.1818 -0.023
H -1.3034 -3.4090 -4.2060 0.097
H -1.1567 1.1004 2.8818 0.063
N 5.3115 0.0928 -2.3373 0.251
C -4.3729 -0.1793 -3.0357 -0.127
H -2.0872 0.9439 -2.6733 0.059
C 3.1743 3.4699 -0.9216 -0.099
C -1.1124 1.8500 -7.3940 -0.183
H -1.9389 4.0841 2.7187 0.167
C -5.6931 -1.9257 -1.7145 -0.024
O 0.6186 -5.1060 2.7164 -0.201
H -0.0950 -2.1539 4.8173 0.116
H 0.9411 -2.3503 7.6506 0.094
H 6.6473 1.4327 -0.6136 0.148
H 5.4386 -1.2421 -0.7098 0.150
H 2.6342 0.1616 3.6788 0.077
H 4.3467 7.0290 2.1619 0.104
H 1.0430 -6.1078 5.0108 0.155
H -6.6968 -2.3507 -1.7036 0.091
C -0.0734 -3.7917 -2.4189 -0.319
O -4.4279 0.1482 4.9489 -0.255
H -0.3919 -1.9168 8.6504 0.088
H 1.0063 -7.8570 -2.3525 0.099
H -0.5742 -5.6324 -3.2608 0.141
C 0.8954 -6.4812 2.9501 -0.167
H -0.7475 4.5326 -7.7966 0.106
H -6.5491 -0.1980 -2.7469 0.165
H -1.0778 -1.9769 -3.1839 0.061
H 1.2885 -3.7988 -4.0552 0.175
H -0.4408 2.4347 3.7744 0.088
H 1.2005 -0.6693 3.0138 0.074
H 1.9985 7.0711 -1.7930 0.104
C -0.2308 0.6466 -5.2860 -0.018
C 0.9816 -4.5268 1.4650 -0.071
F 1.5389 6.2704 0.5710 0.084
H -3.8185 3.2269 3.8452 0.159
H -6.0514 3.4160 0.4967 0.107
H -2.4522 -0.8969 7.7856 0.168
F 1.0256 0.4507 0.3716 -0.152
H 0.7181 -8.3701 6.0101 0.103
H -1.5988 -0.0768 -6.8714 0.143
C -2.0758 -1.6590 1.6046 -0.080
H 3.3471 0.6482 1.4751 0.073
H -6.2590 -1.0710 -4.9154 0.174
C -5.1188 2.8718 0.3475 -0.060
O -4.1710 3.3112 1.3637 -0.169
C -2.7445 1.1657 -1.8325 -0.096
C -4.9416 -0.5103 3.7945 -0.397
H 5.8622 0.8277 -2.7576 0.177
H -4.1603 0.3274 -3.9771 0.119
H 2.3238 4.1401 -1.0465 0.088
O 0.9994 -0.2537 5.0192 -0.184
H -0.6244 3.8148 -3.9209 0.031
H -2.3029 0.7619 -0.9214 0.078
H 5.7107 3.2427 1.0965 0.121
N -6.1325 -1.7407 -4.1700 0.246
O -3.7253 -0.6263 3.0803 -0.134
F -0.3623 -0.8347 -1.0304 -0.163
H -2.0825 -3.2806 -2.6378 0.090
F 1.9359 8.3598 0.6024 0.151
H -4.1117 -1.6874 1.2441 0.099
C 4.3644 0.3047 1.2875 -0.079
H 0.3053 -7.1331 2.3060 0.135
H 4.8973 0.3404 2.2376 0.102
C -0.6966 0.5179 -6.7279 -0.299
H 7.4581 -1.5872 -2.4880 0.095
H 0.0459 -0.2929 -4.8076 0.055
H 0.0869 -4.6166 0.8489 0.076
H 0.6447 1.2875 -5.3902 0.103
H -3.1454 1.7349 4.2377 0.097
N 0.2800 -0.2482 -7.6286 0.250
C -0.6376 -1.0503 6.6436 -0.213
H -0.2673 -7.8135 -1.1895 0.101
C -0.3310 -5.2594 -2.2659 -0.184
H -4.9659 -2.7375 -1.7270 0.086
H -1.9082 -2.5697 1.0296 0.067
C 6.0589 -0.4541 -1.1369 -0.297
H 0.3015 -9.0585 4.4695 0.101
H 0.2618 5.9975 -3.9413 0.108
H -2.9838 2.2173 -1.9902 0.104
H -2.5910 -0.2879 6.2582 0.111
H 3.9852 6.0469 -0.3850 0.135
C -0.2799 4.0245 -6.9532 -0.056
H -1.2303 -5.5178 -1.7069 0.144
F -6.1644 1.3725 2.9595 0.101
N -1.0404 -6.4786 4.5413 0.250
F 1.2320 -0.8408 -2.6450 -0.200
H 1.8302 -8.4314 4.7598 0.105
H -3.2203 1.5195 1.5080 0.113
C 4.6499 5.2462 -0.0604 -0.150
H -5.3266 1.8021 0.3255 0.062
H -2.4211 2.7171 0.4904 0.125
H 5.5605 5.7782 -0.3358 0.144
O -4.0661 0.6747 -1.8578 -0.190
H -5.2366 -1.5346 4.0221 0.133
H -2.4263 3.1993 4.6718 0.156
N 1.2336 -3.5335 -3.0822 0.234
H 1.5732 5.2345 -3.1678 0.102
C 7.4597 -0.8267 -1.7071 -0.001
N -2.2010 -1.0334 6.8170 0.240
H 2.3289 -1.4841 4.1917 0.093
H -0.2260 2.2278 1.9795 0.083
N 5.7059 3.9138 1.8513 0.242
H -4.7968 3.0317 -0.6815 0.072
H 8.0006 -1.2844 -0.8789 0.104
H 4.3846 0.3975 -2.0763 0.114
H -0.0373 3.5804 -2.3041 0.035
C 0.5225 5.4821 -3.0169 -0.265
H -1.2546 -6.4497 5.5279 0.170
O 0.7633 -5.9526 -1.6938 -0.197
C -5.7683 -0.9399 -2.9144 -0.236
C -0.9068 2.1600 2.8281 -0.041
H -1.3528 -1.6830 2.4200 0.047
C 0.7803 -8.1974 4.9356 -0.031
H -1.6668 -7.0658 4.0093 0.172
H 1.4376 -7.5808 -0.7065 0.093
H 2.8909 2.7812 -0.1257 0.068
F -7.2939 -0.3625 3.4986 0.181
C 1.8421 -0.5574 3.8878 -0.068
C -0.1376 -2.1955 7.6277 -0.017
C 1.1134 7.4471 0.1157 -0.580
H -0.3212 -0.0664 6.9898 0.149
C -3.5096 -1.6829 2.1527 -0.262
F -6.2279 -0.3139 1.6223 0.136
H 8.0048 0.0405 -2.0798 0.105
F -0.0904 7.6797 0.7157 0.112
C 6.1887 0.5863 -0.1024 -0.235
H 3.7417 4.6544 1.8037 0.145
H -5.7146 -1.4170 -0.7507 0.078
O 0.5077 8.5577 -2.1614 -0.237
C 5.0064 6.1929 2.3942 -0.020
H 5.0830 -0.6563 -2.9751 0.169
H -0.1374 -0.2547 -8.5483 0.173
H 4.2760 -0.7138 0.9093 0.089
F 1.7062 -1.5240 -0.5728 -0.165
H -1.9631 2.1796 -6.7975 0.135
H 5.9789 6.6243 2.1571 0.096
H 1.9528 -6.7365 2.8805 0.146
H -3.5798 -0.9270 -3.0382 0.095
P 1.1102 -0.1526 -1.1548 0.254
O 4.4315 4.0890 -0.8260 -0.165
H 1.2064 -3.4704 1.6114 0.084
H 0.2473 -3.3547 -1.4733 0.133
H -1.0352 1.0447 -4.6674 0.082
C 0.4768 -6.8163 4.4062 -0.268
H 3.1277 2.8504 -1.8171 0.078
H -0.6982 -3.1099 7.4340 0.070
H 5.4937 3.4244 2.7089 0.166
C 0.6787 -7.3394 -1.4508 -0.076
C -2.1631 3.0181 2.6825 -0.227
H 5.0206 6.0114 3.4688 0.098
H -3.4765 -2.6848 2.5806 0.108
C -6.1686 -0.0030 2.9159 -0.542
C 4.7168 5.0096 1.4706 -0.280
O 0.1472 6.3194 -1.8917 -0.131
H 1.8008 -5.0021 0.9254 0.094
H -6.9054 -2.3811 -4.0577 0.175
F 0.4455 1.2107 -1.8718 -0.153
H 0.4121 -1.2182 -7.3798 0.162
O 4.9958 1.1232 0.3232 -0.201
H 1.4478 -2.5464 -3.0759 0.105
H 6.6127 4.3213 2.0299 0.168
H 1.9921 -3.9566 -2.5667 0.168
H -2.6590 -1.8881 6.5343 0.157
H -0.8824 4.1335 -6.0514 0.076
H -1.0009 -0.7591 4.5218 0.093
H 1.1812 0.2077 -7.6175 0.170
H -1.5761 1.7614 -8.3765 0.143
F 2.6304 0.3225 -1.2694 -0.149
C -0.4643 4.3279 -2.9727 -0.091
```

Computed properties:
- Molecular weight: 1152.298 Da
- Lowest unoccupied orbital energy: -10.457 eV
- Highest occupied orbital energy: -11.995 eV
- Energy above the lowest of the compared OMol25 structures with the same formula, charge and spin: 10.7200 eV
- Total charge: +5

[2]
Molecular formula: C3H7O4
Method: DFT, ωB97M-V/def2-TZVPD

XYZ file:
```
14
Properties=species:S:1:pos:R:3:lowdin_charge:R:1
H -0.1390 1.3543 0.4423 0.115
H 2.6705 1.4439 0.7891 0.082
H 0.7279 0.8630 1.9306 0.116
C 0.7541 0.8769 0.8407 -0.272
H 1.6924 -1.0530 0.6309 0.098
H -2.9034 -0.1475 -2.4984 0.021
C -0.4893 -1.3402 0.5617 -0.703
H -1.8352 0.1283 -1.4179 -0.014
O 1.8235 1.7218 0.3740 -0.114
H 0.8915 -0.5478 -0.8404 0.106
C 0.8228 -0.5025 0.2465 -0.130
O -2.1022 0.3955 -2.3410 -0.146
O -1.4486 -1.0433 -0.2130 -0.104
O -0.4651 -2.1494 1.4948 -0.056
```

Computed properties:
- Molecular weight: 107.085 Da
- Lowest unoccupied orbital energy: 3.650 eV
- Highest occupied orbital energy: -4.523 eV
- Energy above the lowest of the compared OMol25 structures with the same formula, charge and spin: 0.2054 eV
- Total charge: -1

[3]
Molecular formula: C2H5N3O
Method: DFT, ωB97M-V/def2-TZVPD

XYZ file:
```
11
Properties=species:S:1:pos:R:3:lowdin_charge:R:1
H -1.9449 -1.2881 0.5255 0.112
N 0.0550 1.0881 -0.4686 0.076
H -2.0560 0.3221 1.0651 0.098
O -0.2345 -1.0235 -1.1341 0.028
H -0.0901 1.7303 0.3074 0.113
N 1.3378 -0.1291 0.9549 0.114
H 2.0312 -0.8552 1.0653 0.057
H 2.0040 0.3121 -1.0360 0.127
C 1.3111 0.3932 -0.1945 -0.266
N -1.8102 -0.3063 0.3179 0.174
C -0.6981 -0.1212 -0.4539 -0.634
```

Computed properties:
- Molecular weight: 87.082 Da
- Lowest unoccupied orbital energy: 0.971 eV
- Highest occupied orbital energy: -10.237 eV
- Energy above the lowest of the compared OMol25 structures with the same formula, charge and spin: 1.5975 eV
- Total charge: 0

[4]
Molecular formula: C17H25BBr36N3O
Method: DFT, ωB97M-V/def2-TZVPD

XYZ file:
```
83
Properties=species:S:1:pos:R:3:lowdin_charge:R:1
H 0.0241 5.6378 -2.9373 0.064
Br 0.4340 1.2687 -6.2198 0.567
H 1.7800 4.7420 -4.5407 0.152
H 3.5168 6.4023 -2.5190 0.126
C 4.5339 -5.9158 -2.2266 -1.537
H 1.4319 3.2827 0.2046 0.155
C -3.8665 -2.7000 4.7721 -1.572
H 5.8255 3.9320 -1.2154 0.100
H 3.1753 2.6736 -3.6255 0.037
H -0.9283 5.5927 -0.4172 0.088
Br 5.5054 -4.4633 -3.0814 0.601
Br -2.5971 -7.3972 3.6402 0.539
C -3.2159 -7.0831 1.8229 -1.587
Br -3.9900 3.1360 0.7064 0.565
Br -10.2247 1.7958 5.2084 0.526
C 0.0139 -6.3490 -5.7919 -1.589
H -3.0013 -7.9917 1.2506 -0.024
H 6.9364 -5.4648 1.5396 -0.117
O 3.9849 5.6951 -3.0891 -0.012
H -1.8591 2.9974 1.9975 -0.022
H 4.4409 -3.3346 4.5869 -0.062
C -5.4167 1.9028 7.6426 -1.578
Br 3.6527 -2.0934 -0.5548 0.530
Br -3.5785 -0.8323 4.3101 0.494
N 0.8074 5.0774 -2.5246 0.073
Br -3.8083 0.8382 7.3896 0.525
Br -2.2444 -5.6307 0.9682 0.532
C 3.7383 -2.9491 3.8408 -1.597
H 2.1867 1.3619 -7.9936 -0.018
C -11.4323 0.6159 6.1748 -1.598
H -0.4014 -6.0027 -6.7441 -0.023
C -2.7819 3.5609 2.1706 -1.565
C 2.0361 2.4052 -1.6624 -0.186
N 1.0383 3.0613 -0.7358 0.078
H -4.1063 -2.7318 5.8400 -0.020
Br 4.1839 -1.0773 3.5547 0.551
Br -5.7144 6.4635 -3.6433 0.607
H 1.5683 1.4271 -2.1617 0.090
Br 4.0054 -0.3270 -3.2268 0.567
H 0.6388 3.3530 -3.8309 0.110
H -5.6565 1.8709 8.7106 -0.020
Br 2.8392 -0.7726 -6.8777 0.569
Br -2.2582 -3.7645 4.5190 0.526
C 7.7677 -5.2357 2.2144 -1.600
C 2.2314 1.0743 -6.9380 -1.553
Br 5.1527 -6.2298 -0.4093 0.593
Br -6.9398 1.1495 6.6958 0.539
B 3.8137 4.4444 -2.2678 -0.345
Br -2.3013 5.4458 2.1890 0.575
Br -10.5844 -1.0756 6.6261 0.547
Br 0.3919 -4.7652 -4.7275 0.496
C 3.0339 -1.7794 -2.3721 -1.579
H -1.7845 4.0294 -0.8659 0.048
C 1.4461 4.1699 -3.5573 -0.167
Br -5.3897 -3.4532 3.8252 0.557
C 4.7416 4.2621 -0.9061 -0.036
Br 8.9753 -4.0558 1.2480 0.566
Br -1.3360 -7.4754 -4.9595 0.568
N -0.9174 4.6085 -0.8220 0.081
C -4.0741 5.6830 -2.9473 -1.573
Br -5.1403 -6.8078 1.7510 0.542
Br 7.0059 -4.3674 3.7797 0.566
Br 2.6095 -5.6404 -2.2986 0.554
Br -2.5197 6.2181 -3.9873 0.591
Br 1.1095 -1.5040 -2.4440 0.561
H 4.2140 3.5486 -0.1413 0.058
Br 3.4905 2.2793 -6.0737 0.631
Br 3.9863 -4.0070 2.2272 0.477
H -4.1685 4.5969 -3.0491 -0.019
H 2.9438 1.9964 -1.0038 0.133
Br -3.4902 2.9778 3.8860 0.571
Br 8.6156 -6.9272 2.6657 0.574
Br 1.9514 -3.1633 4.5792 0.567
C 2.6782 3.3846 -2.8081 -0.203
Br 1.6324 -7.3453 -6.2070 0.557
H 4.7555 5.3370 -0.3870 0.096
H 3.2485 -2.6879 -2.9444 -0.097
H 4.7485 -6.8243 -2.7990 -0.016
Br -3.8414 6.0577 -1.0526 0.547
Br -5.1287 3.7704 7.1807 0.547
Br -12.1941 1.4842 7.7400 0.562
H -12.2636 0.3869 5.4999 -0.024
C 0.3137 4.2264 -1.3701 -0.136
```

Computed properties:
- Molecular weight: 3174.763 Da
- Lowest unoccupied orbital energy: -4.397 eV
- Highest occupied orbital energy: -11.432 eV
- Energy above the lowest of the compared OMol25 structures with the same formula, charge and spin: 4.9148 eV
- Total charge: +1

[5]
Molecular formula: CHCl2NO
Method: DFT, ωB97M-V/def2-TZVPD

XYZ file:
```
6
Properties=species:S:1:pos:R:3:lowdin_charge:R:1
C 0.2721 -0.2277 -0.4289 -0.816
O 0.6390 -0.5168 0.8710 -0.063
Cl -1.0455 1.7472 1.1732 0.366
H 0.6655 0.6917 -0.6782 0.072
N -0.6632 -0.1301 0.6167 -0.249
Cl 0.1321 -1.5643 -1.5538 0.689
```

Computed properties:
- Molecular weight: 113.931 Da
- Lowest unoccupied orbital energy: -1.049 eV
- Highest occupied orbital energy: -10.949 eV
- Energy above the lowest of the compared OMol25 structures with the same formula, charge and spin: 1.6251 eV
- Total charge: 0

[6]
Molecular formula: C4H13NS
Method: DFT, ωB97M-V/def2-TZVPD

XYZ file:
```
19
Properties=species:S:1:pos:R:3:lowdin_charge:R:1
H -0.7020 -0.1858 2.9450 0.031
H 0.8473 0.5938 -2.7392 0.061
N 0.4388 -0.0017 -2.0200 -0.022
H -2.5400 0.4755 -3.6110 0.065
H 0.8700 -0.9089 -2.0037 0.054
C 2.0167 -0.0523 2.2655 -0.408
H -1.1685 1.5499 -3.5929 0.067
C -0.2203 -0.2548 3.9217 -0.472
H 2.6755 0.7504 1.9396 0.019
H -0.8534 0.3521 4.5709 0.026
C -1.0061 -0.0975 -2.2012 -0.354
H -0.9923 -0.0309 -4.3829 0.067
H 1.1938 -0.1866 1.5708 0.023
C -1.4518 0.4952 -3.5501 -0.120
H -0.2335 -1.2897 4.2575 0.029
H 2.6475 -0.9405 2.2865 0.025
H -1.5590 0.4060 -1.4048 0.090
S 1.4137 0.4516 3.9270 0.723
H -1.3763 -1.1256 -2.1786 0.099
```

Computed properties:
- Molecular weight: 107.222 Da
- Lowest unoccupied orbital energy: 0.984 eV
- Highest occupied orbital energy: -8.348 eV
- Energy above the lowest of the compared OMol25 structures with the same formula, charge and spin: 0.4118 eV
- Total charge: 0

no.,orbital gap (eV)
1,1.538
2,8.173
3,11.208
4,7.035
5,9.899
6,9.332